#1
Entry from the Open Molecules 2025 dataset: a 2-piece molecular cluster, C6H9NO2 overall (ωB97M-V/def2-TZVPD).

ORCA input file:
```
! wB97M-V def2-TZVPD RIJCOSX def2/J DEFGRID3
* xyz 0 1
C 1.2855 0.3785 -0.1511
C 0.5055 0.2448 -1.2206
C 0.4669 1.2107 -2.3601
C -0.3885 -0.9343 -1.3064
O -0.4767 -1.8024 -0.4692
O -1.1195 -0.9631 -2.4262
H 1.9517 1.2161 -0.0376
H 1.2723 -0.3499 0.6415
H 1.1488 2.0370 -2.1820
H 0.7446 0.7089 -3.2852
H -0.5418 1.5983 -2.4894
H -1.6856 -1.7507 -2.4346
C -0.4508 0.5750 3.4419
C -0.5670 -0.5824 2.8690
N -0.6938 -1.7291 2.5056
H 0.5052 0.9429 3.7638
H -1.3081 1.1992 3.6106
H -0.6485 -1.9994 1.5299
*
```

For the lowest unoccupied orbital energy, the calculation gives 0.425 eV. As for the SMILES: C=C(C)C(=O)O.C=C=N.

***

#2
Entry from the Open Molecules 2025 dataset: one molecule with the formula C6H9NO2 (ωB97M-V/def2-TZVPD).

ORCA input file:
```
! wB97M-V def2-TZVPD RIJCOSX def2/J DEFGRID3
* xyz 0 1
C -0.5460 0.6014 0.7429
C -1.9751 0.4210 0.9672
C 0.4583 -2.2051 -0.1349
N 1.0678 -0.8718 -0.1911
C 0.0896 0.1921 -0.6551
O 0.1427 1.1746 1.6584
C 0.9668 1.3845 -0.9946
C 1.6143 2.3416 -1.3324
O -0.8249 -0.0929 -1.5103
H 1.0819 1.2025 1.3630
H 1.8467 -0.8756 -0.8410
H -2.4779 1.2558 0.4628
H -2.2399 0.4123 2.0226
H -2.2915 -0.4607 0.4049
H -0.2471 -2.2597 0.6992
H 1.2401 -2.9414 0.0551
H -0.0797 -2.4605 -1.0520
H 2.1741 3.1821 -1.6649
*
```

For the lowest unoccupied orbital energy, the calculation gives -0.503 eV.

***

Short version: #1, #2, most stable first.

***

#1
Entry from the Open Molecules 2025 dataset: a 2-piece molecular cluster, CN2O3S overall (ωB97M-V/def2-TZVPD).

ORCA input file:
```
! wB97M-V def2-TZVPD RIJCOSX def2/J DEFGRID3
* xyz 0 1
C -0.1269 -0.2621 -1.2239
N 1.7076 0.0999 0.8438
N -0.7538 0.1632 -0.1680
O 1.0221 -0.3209 1.6372
O -1.0557 1.3609 -0.2674
O -0.8802 -0.6179 0.8320
S 0.0417 -0.8976 -2.6052
*
```

For the lowest unoccupied orbital energy (spin up / spin down), the calculation gives -1.099 / -1.932 eV.

***

#2
Entry from the Open Molecules 2025 dataset: one molecule with the formula CN2O3S (ωB97M-V/def2-TZVPD).

ORCA input file:
```
! wB97M-V def2-TZVPD RIJCOSX def2/J DEFGRID3
* xyz 0 1
C 0.8727 0.8191 0.5918
N 1.8852 0.7138 1.0964
N -0.7983 -0.9151 0.0846
O -1.3652 -1.1496 1.0676
O -0.4368 -1.5187 -0.8596
O 0.3471 0.9262 -1.7271
S -0.5048 1.1242 -0.2538
*
```

For the lowest unoccupied orbital energy (spin up / spin down), the calculation gives -2.158 / -2.157 eV.

***

Short version: #2, #1, most stable first.

***

#1
Entry from the Open Molecules 2025 dataset: a 4-piece molecular cluster, C4H14O3 overall (ωB97M-V/def2-TZVPD).

ORCA input file:
```
! wB97M-V def2-TZVPD RIJCOSX def2/J DEFGRID3
* xyz 0 1
C 2.2603 0.3801 -0.5616
C 1.4548 -0.3528 0.4739
C 1.4016 0.0656 1.7204
C 0.3116 -0.4707 2.5981
H 2.1721 0.2122 -1.6374
H 2.2886 1.4767 -0.5126
H 3.3289 0.1187 -0.4382
H 0.8097 -1.1319 0.0925
H 1.9643 0.8288 2.2435
H -0.4417 0.2923 2.7228
H 0.5110 -0.7392 3.6455
H -0.1731 -1.4056 2.3789
O -2.3835 -0.3382 -1.5092
H -2.3463 0.6046 -1.7258
H -2.6817 -0.7198 -2.3424
O -2.2452 1.2658 1.1606
H -1.4124 0.8438 0.9284
H -2.8726 0.6102 1.4733
O 0.1617 -0.6420 -2.8095
H -0.0396 -0.0357 -3.5384
H 1.1228 -0.5898 -2.8519
*
```

For the lowest unoccupied orbital energy, the calculation gives 0.573 eV. As for the SMILES: C/C=C/C.O.O.O.

***

#2
Entry from the Open Molecules 2025 dataset: a 4-piece molecular cluster, C4H14O3 overall (ωB97M-V/def2-TZVPD).

ORCA input file:
```
! wB97M-V def2-TZVPD RIJCOSX def2/J DEFGRID3
* xyz 0 1
C -2.5451 -0.2187 1.5274
C -1.3774 -0.8313 1.7015
C -0.4648 -0.3606 2.8241
C -0.8619 -1.9028 0.7638
H -3.3062 -0.4864 0.7933
H -2.8777 0.6716 2.0317
H 0.3832 -1.0252 2.9596
H -1.0401 -0.1011 3.7136
H 0.0770 0.5316 2.4808
H -1.5316 -2.7566 0.6394
H 0.1204 -2.2040 1.1130
H -0.7346 -1.4847 -0.2371
O 1.3553 1.2120 0.2913
H 1.8790 1.2629 1.1125
H 1.6431 0.3333 0.0072
O 1.0863 2.0219 -2.3402
H 0.6345 2.0677 -1.4893
H 1.9755 2.3524 -2.1837
O 1.5512 -0.4732 -3.7394
H 1.3809 0.3501 -3.2337
H 1.3839 -1.2237 -3.1621
*
```

For the lowest unoccupied orbital energy, the calculation gives 0.213 eV. As for the SMILES: C=C(C)C.O.O.O.

***

Short version: #2, #1, most stable first.

***

#1
Entry from the Open Molecules 2025 dataset: one molecule with the formula C2H3N3 (ωB97M-V/def2-TZVPD).

ORCA input file:
```
! wB97M-V def2-TZVPD RIJCOSX def2/J DEFGRID3
* xyz 0 1
C 1.0941 -0.0345 -0.2495
N 0.6930 -1.2814 -0.2295
N -0.6362 -1.3141 0.0070
C -1.0313 -0.0740 0.0965
N 0.0047 0.7950 -0.0540
H 2.0201 -0.1013 0.2909
H -2.0526 0.2113 0.2881
H -0.0918 1.7990 -0.1495
*
```

For the lowest unoccupied orbital energy, the calculation gives 0.754 eV. As for the SMILES: c1nnc[nH]1.

***

#2
Entry from the Open Molecules 2025 dataset: one molecule with the formula C2H3N3 (ωB97M-V/def2-TZVPD).

ORCA input file:
```
! wB97M-V def2-TZVPD RIJCOSX def2/J DEFGRID3
* xyz 0 1
C -0.3157 0.5554 -1.0177
N 0.7019 -0.1777 -0.7746
C 0.5364 -0.4808 0.6111
N -0.5811 0.3121 1.1144
N -1.1441 0.8222 0.1180
H -0.5926 0.9533 -1.9864
H -0.0531 -1.4016 0.7301
H 1.4483 -0.5829 1.2051
*
```

For the lowest unoccupied orbital energy, the calculation gives -0.092 eV. As for the SMILES: C1=NCN=N1.

***

#3
Entry from the Open Molecules 2025 dataset: one molecule with the formula C2H3N3 (ωB97M-V/def2-TZVPD).

ORCA input file:
```
! wB97M-V def2-TZVPD RIJCOSX def2/J DEFGRID3
* xyz 0 1
C -0.7699 -0.3998 0.8131
C 0.4343 0.2899 1.0790
N 0.8539 0.5273 -0.1763
N 0.1466 0.0683 -1.1869
N -0.9046 -0.5617 -0.6332
H -1.5683 -0.5286 1.4626
H 1.2743 0.2380 1.9109
H 1.6356 0.7125 -0.7518
*
```

For the lowest unoccupied orbital energy, the calculation gives 0.938 eV. As for the SMILES: c1c[nH]nn1.

***

#4
Entry from the Open Molecules 2025 dataset: one molecule with the formula C2H3N3 (ωB97M-V/def2-TZVPD).

ORCA input file:
```
! wB97M-V def2-TZVPD RIJCOSX def2/J DEFGRID3
* xyz 0 1
H -2.3265 -0.1779 -1.0682
N -1.3600 0.0101 -0.7752
N -1.2345 -0.5508 0.3314
C 0.0819 -0.5356 0.8609
C 1.0037 0.2459 0.3131
N 1.5923 1.1917 -0.1749
H 0.2933 -1.2510 1.6289
H 1.9499 1.0676 -1.1161
*
```

For the lowest unoccupied orbital energy, the calculation gives 0.414 eV. As for the SMILES: [H]/N=N/C=C=N.

***

Short version: #1, #2, #3, #4, most stable first.